Entry 1:
A cluster of 3 separate species, C3H12NO2 in total. Source: the Open Molecules 2025 dataset; level of theory: ωB97M-V/def2-TZVPD.

Summary:
**Charge**: +1
**Spin multiplicity**: 1
**Relative energy (zero: lowest compared OMol25 entry of this formula, charge and spin)**: 14.9 kcal/mol
**HOMO energy**: -14.5 eV

```
18
C3H12NO2 ωB97M-V/def2-TZVPD
C -1.275 -0.341 1.605
C -1.688 0.061 0.237
C -2.326 1.135 -0.186
N -1.147 -0.856 -0.819
H -0.193 -0.435 1.651
H -1.707 -1.292 1.923
H -1.565 0.409 2.330
H -2.415 1.273 -1.254
H -2.763 1.844 0.493
H -0.857 -1.752 -0.419
H -1.863 -1.027 -1.521
H -0.302 -0.450 -1.283
H 2.059 0.374 -0.804
H 2.011 -1.039 -1.366
O 1.472 -0.242 -1.271
H 4.159 -0.171 0.999
H 4.069 1.231 0.405
O 3.530 0.451 0.595
```

Atomic partial charges in e from the Löwdin method, atoms 1 to 8: C -0.0278; C -0.3410; C 0.1139; N 0.2067; H 0.0915; H 0.0977; H 0.0962; H 0.0853

***

Entry 2:
A structure of composition H20O10Xe. Source: the Open Molecules 2025 dataset; level of theory: ωB97M-V/def2-TZVPD.

Summary:
**Spin multiplicity**: 1
**Relative energy (zero: lowest compared OMol25 entry of this formula, charge and spin)**: 5.9 kcal/mol
**HOMO energy**: -10.8 eV

```
31
H20O10Xe ωB97M-V/def2-TZVPD
Xe 1.864 -5.181 -3.023
O 0.967 -7.649 -0.480
H 1.850 -7.637 -0.111
H 0.641 -8.530 -0.297
O -0.774 -5.798 0.468
H -0.076 -5.528 1.065
H -0.385 -6.496 -0.058
O 0.814 -8.886 -3.597
H 1.705 -9.194 -3.432
H 0.535 -8.502 -2.766
O 2.944 -1.609 -2.694
H 3.066 -2.380 -3.248
H 2.706 -0.910 -3.304
O -0.414 -6.935 -6.009
H -1.188 -7.215 -6.497
H -0.725 -6.816 -5.112
O 3.856 -9.280 -3.214
H 4.018 -9.658 -4.078
H 4.225 -8.399 -3.264
O 1.137 -4.726 -6.686
H 0.400 -4.115 -6.691
H 0.752 -5.566 -6.439
O 5.407 -6.874 -3.215
H 6.345 -6.982 -3.370
H 5.205 -6.004 -3.559
O 5.123 -4.250 -4.205
H 6.013 -4.083 -4.518
H 4.562 -3.762 -4.808
O 3.284 -3.106 -5.776
H 3.121 -2.348 -6.337
H 2.500 -3.647 -5.869
```

Atomic partial charges in e from the Löwdin method, atoms 1 to 8: Xe 0.3622; O -0.0739; H 0.0645; H 0.0645; O -0.0766; H 0.0250; H -0.0335; O -0.0762

***

Entry 3:
A cluster of 2 separate species, C6H6N in total. Source: the Open Molecules 2025 dataset; level of theory: ωB97M-V/def2-TZVPD.

Summary:
**Charge**: +1
**Spin multiplicity**: 3
**<S²>**: 2.017
**Relative energy (zero: lowest compared OMol25 entry of this formula, charge and spin)**: 94.4 kcal/mol
**HOMO energy (alpha / beta)**: -11.9 / -14.4 eV

```
13
C6H6N ωB97M-V/def2-TZVPD
C 0.026 -0.013 2.385
C 1.214 -1.226 -0.457
C -0.429 0.474 -0.822
C 0.284 -0.253 0.001
C -0.115 0.088 3.665
C 0.087 -0.031 -2.145
N 1.050 -1.061 -1.746
H -1.179 1.225 -0.699
H -0.790 -0.575 4.195
H 0.392 0.786 4.317
H -0.712 -0.443 -2.772
H 0.581 0.778 -2.700
H 1.544 -1.614 -2.435
```

Atomic partial charges in e from the Löwdin method, atoms 1 to 8: C 0.1879; C 0.2442; C -0.0022; C -0.1085; C -0.0537; C -0.1097; N 0.0602; H 0.1271

***

Entry 4:
A structure of composition C33H70CuNO16S6. Source: the Open Molecules 2025 dataset; level of theory: ωB97M-V/def2-TZVPD.

Summary:
**Spin multiplicity**: 3
**<S²>**: 2.002
**HOMO energy (alpha / beta)**: -5.9 / -9.8 eV

```
127
C33H70CuNO16S6 ωB97M-V/def2-TZVPD
Cu -2.782 -0.235 -1.245
C 0.507 0.096 1.306
C -0.770 0.012 0.565
O -0.985 -1.075 -0.060
O -1.442 1.031 0.442
H 1.351 -0.381 0.808
H 0.359 -0.367 2.281
H 0.857 1.101 1.542
C -2.183 2.866 3.584
C -1.025 3.788 2.957
C 0.337 3.443 3.549
O -0.874 3.606 1.599
H -2.246 3.038 4.658
H -1.943 1.811 3.450
H -3.164 2.969 3.120
H -1.333 4.811 3.175
H 1.096 4.063 3.072
H 0.501 2.371 3.439
H 0.240 3.526 4.631
H -1.100 2.727 1.284
C 3.468 2.299 2.033
C 3.997 1.143 1.212
C 4.976 1.584 0.114
O 4.360 2.552 -0.765
C 5.109 3.031 -1.846
N 4.668 0.254 2.146
H 4.278 2.894 2.457
H 2.773 1.990 2.814
H 3.068 2.989 1.291
H 3.152 0.678 0.703
H 5.321 0.718 -0.451
H 5.830 2.103 0.550
H 5.491 2.214 -2.459
H 6.005 3.501 -1.441
H 4.503 3.721 -2.433
H 3.931 0.078 2.814
H 5.377 0.694 2.716
C 1.222 2.117 -2.466
C 1.289 2.688 -3.853
C 0.508 3.998 -3.840
S 0.854 4.728 -2.144
O -0.261 5.628 -1.716
O 2.209 5.318 -2.175
C 0.926 3.125 -1.351
H 2.265 1.824 -2.352
H 0.557 1.258 -2.375
H 0.819 2.029 -4.584
H 2.360 2.749 -4.046
H -0.579 3.937 -3.882
H 0.779 4.805 -4.521
H -0.079 2.976 -0.958
H 1.656 3.084 -0.542
C 3.421 -1.694 -1.924
C 2.104 -2.343 -2.513
C 1.776 -1.293 -3.591
S 3.306 -1.035 -4.548
O 3.380 0.346 -4.936
O 3.533 -2.175 -5.463
C 4.376 -1.362 -3.066
H 3.900 -2.406 -1.252
H 3.223 -0.879 -1.227
H 1.258 -2.332 -1.825
H 2.406 -3.295 -2.949
H 1.544 -0.375 -3.051
H 0.926 -1.553 -4.222
H 5.128 -0.588 -2.913
H 4.857 -2.293 -3.365
C -2.941 -1.521 3.864
C -2.513 -2.617 2.905
C -3.610 -3.076 1.954
S -4.657 -1.631 1.602
O -6.117 -1.865 1.686
O -4.109 -0.866 0.444
C -4.237 -0.837 3.258
H -2.148 -0.800 4.060
H -3.226 -1.952 4.824
H -2.178 -3.436 3.542
H -1.668 -2.273 2.309
H -4.125 -3.845 2.530
H -3.194 -3.470 1.027
H -5.078 -0.910 3.947
H -4.048 0.229 3.129
C 2.028 -4.105 3.802
C 2.054 -3.065 2.716
C 1.130 -3.635 1.521
S 1.782 -5.330 1.361
O 2.930 -5.211 0.492
O 0.709 -6.171 0.891
C 2.237 -5.528 3.168
H 1.185 -4.040 4.490
H 2.877 -3.882 4.449
H 3.062 -2.928 2.324
H 1.847 -2.019 2.941
H 1.109 -3.230 0.509
H 0.106 -3.655 1.892
H 3.167 -6.076 3.317
H 1.510 -6.211 3.606
C -3.984 5.254 -0.351
C -5.227 5.184 -1.354
C -5.410 3.680 -1.734
S -5.028 2.737 -0.149
O -4.164 1.599 -0.467
O -6.323 2.555 0.585
C -4.022 4.100 0.661
H -3.998 6.177 0.228
H -3.044 5.354 -0.893
H -5.105 5.818 -2.233
H -6.053 5.534 -0.735
H -4.631 3.432 -2.455
H -6.406 3.358 -2.036
H -3.049 3.619 0.762
H -4.538 4.173 1.619
C -0.952 -4.980 -3.412
C -0.880 -5.555 -2.037
C -1.912 -4.872 -1.106
S -2.849 -3.664 -2.149
O -3.025 -2.437 -1.404
O -4.032 -4.345 -2.736
C -1.460 -3.515 -3.359
H -1.644 -5.526 -4.054
H 0.073 -4.989 -3.782
H 0.098 -5.318 -1.619
H -1.052 -6.610 -2.254
H -1.377 -4.247 -0.391
H -2.692 -5.328 -0.497
H -0.748 -2.829 -2.900
H -1.819 -3.034 -4.269
```

Atomic partial charges in e from the Löwdin method, atoms 1 to 8: Cu 0.7610; C 0.0058; C -0.7400; O -0.0946; O -0.0420; H 0.0704; H 0.0800; H 0.0626

***

Entry 5:
A cluster of 4 separate species, C28H57N4O2 in total. Source: the Open Molecules 2025 dataset; level of theory: ωB97M-V/def2-TZVPD.

Summary:
**Charge**: -1
**Spin multiplicity**: 1
**HOMO energy**: -3.7 eV

```
91
C28H57N4O2 ωB97M-V/def2-TZVPD
C -4.484 -3.988 -0.539
C -5.550 -2.896 -0.042
C -5.361 -1.940 1.155
C -6.499 -0.914 1.608
C -7.853 -0.858 0.816
C -8.005 -1.838 -0.402
C -9.377 -1.884 -1.260
C -10.313 -3.108 -0.816
N -9.948 -4.417 -1.442
C -10.407 -3.343 0.770
O -9.486 -3.885 1.483
O -11.592 -2.981 1.429
C -6.894 -2.826 -0.832
H -5.107 -4.930 -0.799
H -3.785 -4.308 0.311
H -3.942 -3.703 -1.504
H -4.368 -1.996 1.735
H -6.372 -0.188 2.485
H -8.712 -0.159 1.086
H -9.047 -1.943 -2.369
H -9.936 -0.877 -1.157
H -11.378 -2.852 -1.170
H -8.922 -4.515 -1.526
H -10.275 -5.152 -0.798
H -7.047 -3.534 -1.710
C -3.042 1.076 2.351
C -2.151 0.929 3.578
N -1.474 -0.363 3.667
C -0.838 -0.588 4.964
C 0.320 0.328 5.355
C -0.678 -0.754 2.509
C 0.457 0.175 2.080
H -3.795 0.285 2.299
H -3.570 2.033 2.393
H -2.467 1.066 1.422
H -2.795 1.047 4.456
H -1.438 1.763 3.598
H -0.500 -1.629 5.021
H -1.611 -0.505 5.736
H 1.237 0.069 4.822
H 0.534 0.211 6.422
H 0.098 1.383 5.182
H -1.354 -0.878 1.655
H -0.270 -1.758 2.671
H 0.170 1.229 2.100
H 0.757 -0.060 1.054
H 1.341 0.044 2.705
C 6.484 4.281 0.954
C 5.642 3.591 2.020
N 4.283 3.275 1.590
C 3.415 2.857 2.691
C 3.759 1.556 3.411
C 4.162 2.483 0.371
C 4.835 1.112 0.342
H 6.002 5.197 0.600
H 7.457 4.554 1.371
H 6.671 3.631 0.096
H 5.587 4.275 2.875
H 6.176 2.698 2.368
H 2.381 2.800 2.331
H 3.405 3.663 3.435
H 3.484 0.682 2.817
H 3.190 1.493 4.344
H 4.817 1.486 3.671
H 4.562 3.074 -0.462
H 3.102 2.361 0.121
H 5.836 1.125 0.779
H 4.936 0.773 -0.693
H 4.238 0.361 0.863
C 4.415 -0.362 -7.260
C 4.737 0.702 -6.217
N 4.251 0.385 -4.877
C 4.333 1.517 -3.954
C 5.722 2.042 -3.598
C 4.674 -0.898 -4.325
C 6.175 -1.154 -4.191
H 3.340 -0.554 -7.310
H 4.741 -0.021 -8.246
H 4.930 -1.304 -7.057
H 4.259 1.630 -6.551
H 5.818 0.886 -6.223
H 3.803 1.264 -3.029
H 3.759 2.345 -4.386
H 6.233 1.385 -2.892
H 5.630 3.017 -3.110
H 6.357 2.179 -4.476
H 4.249 -1.694 -4.946
H 4.203 -1.045 -3.347
H 6.738 -0.828 -5.069
H 6.355 -2.226 -4.069
H 6.589 -0.663 -3.310
```

Atomic partial charges in e from the Löwdin method, atoms 1 to 8: C -0.1129; C -0.2218; C -0.0542; C -0.0598; C -0.0144; C -0.1532; C -0.1353; C -0.3191

***

Entry 6:
A structure of composition C48H52AsClN9O2PSSr. Source: the Open Molecules 2025 dataset; level of theory: ωB97M-V/def2-TZVPD.

Summary:
**Spin multiplicity**: 1
**Relative energy (zero: lowest compared OMol25 entry of this formula, charge and spin)**: 18.0 kcal/mol
**HOMO energy**: -6.6 eV

```
116
C48H52AsClN9O2PSSr ωB97M-V/def2-TZVPD
Sr -1.384 2.461 0.645
C 3.169 3.532 2.106
C 1.802 2.934 2.012
N 1.278 2.465 0.942
N 2.010 2.439 -0.230
C 2.305 3.537 -0.882
N 3.027 3.275 -2.044
S 1.885 5.175 -0.595
C 1.010 2.695 3.271
C 1.627 2.690 4.522
C 0.868 2.440 5.652
C -0.491 2.215 5.520
C -1.028 2.234 4.242
N -0.303 2.448 3.150
H 3.270 4.341 1.383
H 3.911 2.765 1.860
H 3.383 3.931 3.093
H 3.569 2.425 -2.029
H 3.458 4.085 -2.452
H 2.690 2.856 4.605
H 1.337 2.426 6.628
H -1.128 2.040 6.376
H -2.092 2.101 4.075
N -3.401 0.991 -0.557
C -4.044 -0.038 0.269
C -3.628 0.097 1.725
N -2.159 0.048 1.824
H -3.882 1.886 -0.428
H -3.482 0.771 -1.542
H -3.725 -1.016 -0.096
H -5.137 -0.003 0.208
H -4.117 -0.694 2.306
H -3.969 1.057 2.117
H -1.823 -0.840 1.462
H -1.871 0.097 2.796
N -2.272 4.898 -2.038
C -1.585 3.866 -2.671
C -1.623 3.843 -4.075
C -0.890 2.888 -4.737
C -0.125 1.984 -4.005
C -0.182 2.061 -2.631
N -0.928 2.955 -1.965
C -2.053 5.534 -0.821
C -2.621 6.809 -0.654
C -2.376 7.487 0.512
C -1.564 6.906 1.487
C -1.069 5.649 1.239
N -1.318 4.961 0.112
H -2.834 5.444 -2.667
H -2.196 4.584 -4.615
H -0.888 2.863 -5.820
H 0.504 1.246 -4.481
H 0.400 1.385 -2.012
H -3.233 7.239 -1.436
H -2.800 8.472 0.662
H -1.325 7.417 2.408
H -0.430 5.152 1.959
C 2.426 -2.187 -1.599
C 2.649 -3.543 -0.945
As 3.252 -4.850 -2.292
C 2.979 -6.487 -1.263
C 2.903 -6.503 0.125
C 2.721 -7.701 0.808
C 2.613 -8.891 0.109
C 2.696 -8.885 -1.277
C 2.883 -7.692 -1.956
C 1.575 -4.892 -3.294
C 0.380 -5.335 -2.734
C -0.789 -5.318 -3.478
C -0.780 -4.851 -4.786
C 0.404 -4.399 -5.348
C 1.578 -4.424 -4.604
P 1.483 -0.889 -0.665
C -0.021 -1.916 -0.379
C -0.256 -2.768 0.699
C -1.387 -3.574 0.739
C -2.296 -3.556 -0.311
C -2.072 -2.716 -1.392
C -0.956 -1.894 -1.415
C 2.292 -0.888 0.971
C 1.565 -0.528 2.104
C 2.175 -0.416 3.342
C 3.542 -0.629 3.465
C 4.287 -0.947 2.340
C 3.666 -1.074 1.105
H 1.846 -2.291 -2.522
H 3.381 -1.742 -1.896
H 1.732 -3.925 -0.495
H 3.404 -3.483 -0.161
H 2.983 -5.584 0.692
H 2.662 -7.697 1.889
H 2.467 -9.823 0.641
H 2.615 -9.812 -1.831
H 2.944 -7.701 -3.039
H 0.360 -5.698 -1.713
H -1.712 -5.669 -3.033
H -1.694 -4.843 -5.366
H 0.418 -4.033 -6.367
H 2.502 -4.078 -5.052
H 0.457 -2.817 1.513
H -1.547 -4.230 1.585
H -3.170 -4.193 -0.286
H -2.771 -2.695 -2.220
H -0.801 -1.230 -2.260
H 0.505 -0.313 2.019
H 1.583 -0.146 4.208
H 4.023 -0.539 4.431
H 5.356 -1.098 2.422
H 4.269 -1.312 0.237
Cl -6.468 3.456 2.383
C -5.078 4.571 2.142
C -3.985 3.829 1.388
O -4.074 3.729 0.149
O -3.060 3.322 2.090
H -4.741 4.872 3.129
H -5.444 5.416 1.566
```

Atomic partial charges in e from the Löwdin method, atoms 1 to 8: Sr 1.3784; C -0.0368; C -0.3035; N -0.0522; N -0.0416; C -0.9764; N 0.0268; S 0.5023

***

Entry 7:
A structure of composition C29H46BrNOP2Pt. Source: the Open Molecules 2025 dataset; level of theory: ωB97M-V/def2-TZVPD.

Summary:
**Charge**: +4
**Spin multiplicity**: 5
**<S²>**: 6.081
**HOMO energy (alpha / beta)**: -18.5 / -18.5 eV

```
81
C29H46BrNOP2Pt ωB97M-V/def2-TZVPD
C -0.524 7.241 -6.368
C -0.681 5.884 -6.723
C -1.010 5.582 -8.057
C -1.266 6.643 -8.944
N -1.166 7.918 -8.577
C -0.800 8.224 -7.330
C -0.584 4.799 -5.751
C -0.607 4.030 -4.805
C -0.671 3.219 -3.688
C 0.486 3.128 -2.892
C 0.566 2.063 -1.995
C -0.527 1.186 -1.986
C -1.800 1.445 -2.519
C -1.856 2.488 -3.450
Pt -0.208 -0.806 -1.720
P 2.015 -1.333 -1.560
H -1.103 4.573 -8.431
H -0.222 7.582 -5.374
H -1.563 6.462 -9.978
H -0.731 9.297 -7.104
H -2.768 2.693 -4.011
H 1.323 3.817 -3.023
H -2.640 0.820 -2.267
H 1.444 1.889 -1.373
C 2.548 -2.870 -0.665
C 3.545 -3.815 -1.326
H 1.618 -3.399 -0.422
H 2.938 -2.524 0.305
H 3.709 -4.678 -0.665
H 3.164 -4.207 -2.274
H 4.521 -3.346 -1.501
C 2.374 -1.442 -3.353
C 3.287 -0.370 -3.960
H 1.402 -1.356 -3.863
H 2.760 -2.454 -3.541
H 3.254 -0.471 -5.055
H 2.939 0.643 -3.713
H 4.335 -0.476 -3.649
C 3.139 -0.051 -0.868
C 4.608 -0.450 -0.756
H 2.711 0.220 0.109
H 3.052 0.838 -1.506
H 5.199 0.427 -0.460
H 4.778 -1.231 -0.010
H 5.018 -0.802 -1.706
Br -0.537 -2.295 0.371
P -2.335 -2.827 -3.479
C -0.577 -3.295 -3.315
C -0.186 -4.646 -3.903
H -0.396 -3.266 -2.215
H -0.040 -2.483 -3.821
H 0.890 -4.644 -4.111
H -0.365 -5.461 -3.190
H -0.721 -4.861 -4.834
C -3.037 -2.455 -1.848
C -4.322 -3.203 -1.468
H -3.167 -1.361 -1.807
H -2.234 -2.733 -1.141
H -4.399 -3.210 -0.373
H -5.206 -2.697 -1.876
H -4.309 -4.232 -1.840
C -2.336 -1.263 -4.423
C -2.745 -1.398 -5.896
H -1.310 -0.863 -4.337
H -3.025 -0.602 -3.884
H -3.058 -0.414 -6.267
H -1.907 -1.721 -6.527
H -3.583 -2.095 -6.024
C -0.099 2.454 2.707
C 0.525 1.211 3.343
C 0.759 0.264 2.147
O 0.298 0.851 0.918
C -0.429 2.043 1.258
H -0.997 2.767 3.240
H 0.618 3.278 2.694
H -0.173 0.741 4.041
H 1.477 1.431 3.839
H 1.828 0.014 2.020
H 0.238 -0.695 2.277
H -1.514 1.834 1.152
H -0.163 2.829 0.531
```

Atomic partial charges in e from the Löwdin method, atoms 1 to 8: C 0.1337; C -0.1357; C 0.1239; C 0.0385; N 0.1597; C 0.0411; C 0.1673; C 0.1054

***

Number 1: DFT total energy -8884.227 eV, F_max 0.69 eV/Å, M 94.1 Da. Number 2: DFT total energy -29762.711 eV, F_max 1.07 eV/Å, M 311.4 Da. Number 3: DFT total energy -7791.746 eV, F_max 5.74 eV/Å, M 92.1 Da. Number 4: DFT total energy -179249.201 eV, F_max 3.26 eV/Å, M 992.9 Da. Number 5: DFT total energy -40011.360 eV, F_max 6.22 eV/Å, M 481.8 Da. Number 6: DFT total energy -162451.863 eV, F_max 1.08 eV/Å, M 1048.0 Da. Number 7: DFT total energy -126175.157 eV, F_max 2.52 eV/Å, M 761.6 Da.